# C38H84N2O12S9

9 unconnected molecules or ions with the total composition C38H84N2O12S9 (the ωB97M-V functional and the def2-TZVPD basis, the OMol25 dataset).

The geometry in XYZ format:
```
145
Properties=species:S:1:pos:R:3:forces:R:3
H -4.6415 0.6388 -5.5206 0.01 -0.12 0.02
H 0.8333 -3.6192 4.4864 -1.70 -1.35 -1.08
C 1.5190 -5.7286 -1.9300 1.61 -2.67 1.54
H 6.0525 -3.0225 -1.9916 0.28 0.17 -0.20
H 6.1733 -1.8173 -3.2990 0.03 -0.02 0.14
H -1.0002 2.4244 2.1311 -1.36 -1.39 -1.83
H 1.2617 -1.9041 -1.4693 0.99 -1.48 1.77
S -1.0856 3.6423 4.5163 0.00 0.16 0.05
H -0.7742 -1.1751 -0.9525 -0.25 0.11 1.40
C -0.5835 1.7929 -0.0189 -0.07 1.15 -0.22
C 0.2858 -3.4287 2.2809 -0.75 -0.78 0.66
N -0.7832 -1.2957 0.0812 1.15 0.63 0.36
H -1.6923 -1.0389 0.5204 1.14 -0.17 -0.87
H -0.1860 2.9186 -0.0757 -0.75 -2.59 0.11
O -1.3507 4.3302 3.2103 0.17 0.03 0.93
C -5.0502 7.8373 -3.3744 -0.15 0.06 -0.02
H -1.1031 5.7488 5.6917 -0.05 -0.10 -0.13
H 3.6883 2.8883 8.5005 -0.06 0.04 -0.12
O 3.4089 -0.0377 -0.5224 -2.90 0.43 1.02
H 4.6165 2.2996 6.2332 -0.13 0.09 0.01
H -4.0335 -0.2540 -6.9495 0.00 -0.09 0.11
O -1.8942 8.6527 0.5016 0.73 0.55 0.50
S -3.9852 6.5853 -2.6191 -0.11 -0.05 0.42
C 3.8469 -6.0963 -0.2609 -3.92 -1.64 -2.56
H 4.0546 -1.6348 0.6964 -2.00 1.84 -0.47
H -1.9308 -3.6254 -2.7482 -0.07 -0.02 0.18
S 2.0865 0.9131 -0.9833 1.33 5.39 -5.62
H 3.9709 -2.7750 2.5482 -2.25 -1.34 -0.09
H -3.6384 -4.0593 -3.0217 0.04 -0.01 0.07
H -1.7710 0.7445 1.7678 0.04 1.87 -1.11
H 4.2257 3.1339 4.7067 -0.08 0.02 0.13
N 4.1538 1.3924 1.8077 -0.89 -1.12 0.17
H 1.2105 1.3852 1.2778 -0.63 -0.97 -2.37
H 4.7413 -5.6558 0.3616 -2.01 -1.07 -1.45
H -4.7545 -5.4337 0.3855 0.14 0.11 -0.12
C 2.2394 -8.3478 -1.2296 0.31 4.27 -0.21
S -3.0191 -4.1897 -0.6937 -0.04 0.30 -0.13
H 9.9954 -1.1141 -3.3607 -0.17 -0.07 0.06
H -5.4987 -9.9191 -4.0804 0.09 0.08 -0.02
C 3.4898 0.0392 2.1038 -0.33 1.26 -0.40
H -2.5059 1.2739 -1.3338 2.63 0.45 0.16
C -1.6040 1.8062 1.3071 1.02 0.78 0.34
O -4.7157 6.0276 -1.4341 0.21 0.40 -0.61
S 8.2104 -1.9903 -2.0302 0.00 -0.43 -0.10
H -3.2755 2.7165 4.7822 0.17 0.08 0.00
H -6.2310 -7.7105 -5.2373 0.13 -0.01 0.03
H -5.1886 -5.0518 -1.3012 0.10 0.08 0.02
H 1.9951 -9.4969 -1.2879 0.84 2.55 0.30
C 2.7921 -5.1123 -1.0372 -0.90 -2.98 -0.46
O 2.5613 2.4147 -1.0927 -1.35 -5.41 1.53
C 1.5744 -2.6182 -0.5649 0.12 -0.13 -1.44
O 1.7891 2.7716 6.3533 0.45 0.41 0.13
H -1.9105 -0.8622 -5.7365 -0.10 -0.06 0.04
H 2.5356 4.2064 8.8366 0.07 -0.03 -0.19
H 0.7446 -5.2790 3.5901 -1.44 2.00 0.52
H -4.0201 -6.3624 -0.9473 0.09 0.11 -0.03
S -3.9490 -8.1603 -4.6209 0.07 0.21 0.19
H -2.4211 -5.3386 -2.7215 -0.09 0.04 0.03
S -4.0642 -1.6309 -4.9687 0.10 -0.17 -0.21
H 3.4539 2.0889 1.4580 1.17 -1.05 -0.01
H 1.5695 -1.7276 3.0784 0.19 -1.50 -2.01
H -5.3773 8.5554 -2.6189 0.08 -0.11 0.02
H 0.2966 -7.7272 -2.7011 2.05 0.88 1.48
H -5.9240 7.3383 -3.8016 0.17 -0.02 0.10
C -4.6599 -0.3137 -6.0560 0.00 0.05 -0.13
H 8.4058 -0.7370 -4.0743 0.00 -0.06 0.10
C 9.0017 -1.5110 -3.5846 0.16 0.01 -0.07
C -2.7465 7.7470 -1.9961 -0.15 -0.05 -0.10
C 0.5902 9.5281 0.0401 0.02 0.00 -0.14
S 2.8020 3.8698 6.4830 0.05 -0.46 0.03
H 6.9339 -3.4281 -3.4875 0.13 0.07 0.07
C -5.4374 -7.1401 -4.7481 -0.01 0.12 0.02
O -2.9504 -7.3993 -3.8008 -0.45 -0.31 -0.10
C -2.7290 -4.3195 -2.4745 -0.01 -0.02 0.04
O -3.5955 -2.8307 -0.4294 0.08 -0.46 -0.14
C -1.0652 10.9364 1.6185 -0.07 0.11 -0.04
C -1.3400 1.5116 -1.4323 -0.91 0.49 -1.09
C 3.3665 3.8886 8.2014 -0.04 -0.04 0.12
H -1.9879 7.1846 -1.4465 -0.28 0.04 -0.06
H -1.3528 11.4629 0.7051 0.02 -0.12 0.03
C 1.7685 -1.6585 0.7488 -0.99 -0.24 0.40
H 0.5494 5.1966 5.3131 -0.19 -0.16 -0.02
H 4.2162 -0.5263 2.8298 -1.61 0.77 -1.58
C 3.5388 -7.7338 -0.3744 -2.74 1.77 -1.80
H -0.7114 -2.7725 2.2572 2.44 -1.36 -0.46
S -0.7151 9.2006 1.2489 -0.33 -0.14 -0.17
H -1.2991 2.5087 -2.0877 0.01 -2.21 1.41
H -0.8981 0.6663 -2.1037 -0.51 1.60 1.42
O 1.6777 0.4930 -2.4109 0.73 -0.10 5.05
H 4.2004 -8.5503 0.1661 -1.39 2.13 -1.19
C 6.6941 -2.6278 -2.7830 0.14 -0.10 0.08
C 0.1764 -4.2509 3.7342 1.51 0.51 -0.76
H 2.9385 -4.0041 3.5277 -0.25 1.08 -2.03
H -5.0505 -8.9658 -2.6317 0.05 0.05 -0.09
H -0.1795 11.4027 2.0573 -0.05 -0.10 -0.03
C 2.9734 -3.4301 2.5093 0.73 0.38 -0.72
C 3.1802 -0.8189 0.7004 1.06 -2.19 1.85
H 0.9400 8.5731 -0.3608 -0.12 0.09 0.15
C 1.6601 -2.5129 2.1835 -0.10 -0.18 0.98
C 2.8896 -3.4426 -1.0638 4.49 0.08 -1.83
C 1.2015 -7.3349 -2.0601 4.07 2.06 2.82
O 8.9680 -3.1625 -1.4816 -0.27 0.43 -0.31
C 0.7369 0.8787 0.3031 -0.45 -0.63 2.45
C -2.3963 -0.9616 -4.7631 0.09 0.00 -0.05
C -0.4378 4.8828 5.6624 -0.04 0.16 0.04
H 5.1495 3.9891 5.9683 -0.13 0.00 0.01
H -3.2030 4.3872 5.4006 0.10 -0.04 -0.07
H -3.7301 2.0847 0.2913 1.76 1.13 1.55
H -3.9106 -10.1592 -3.3068 -0.05 0.17 -0.11
H 1.4218 10.0400 0.5303 -0.09 -0.06 0.02
H -1.8883 10.9799 2.3357 0.12 -0.14 -0.10
H -3.7834 4.7431 0.5473 2.34 -0.99 -0.30
C -4.6807 -9.4232 -3.5523 0.04 -0.05 0.13
H -5.2040 -6.2583 -5.3496 0.10 -0.13 0.07
H -2.2747 8.2636 -2.8357 -0.07 -0.10 -0.06
C -2.6762 3.4310 5.3515 -0.14 0.08 -0.01
H -3.2163 8.4713 -1.3260 0.05 -0.25 -0.09
C -2.9927 2.6420 1.0468 -0.43 -0.21 0.25
H 4.1925 4.5961 8.3068 -0.09 -0.03 -0.07
H -0.3456 4.4459 6.6596 0.03 -0.07 -0.18
H 0.0966 -0.5756 1.9190 0.74 -0.15 -2.56
H 0.2586 -4.2951 1.4599 -0.02 2.25 1.50
H -3.5788 2.6381 2.0864 1.32 0.15 -2.17
H -5.6873 -0.5429 -6.3490 0.15 -0.07 0.12
O 4.0283 -2.9477 -1.5529 -6.92 -2.40 3.18
H 9.0986 -2.3805 -4.2389 -0.05 0.00 0.13
H -2.4517 0.0118 -4.2698 -0.05 -0.09 0.00
H 0.1997 10.1413 -0.7753 -0.06 -0.04 0.09
H -0.9404 -4.3851 4.0746 2.41 0.24 -0.65
H -5.7609 -6.8243 -3.7532 0.10 -0.07 -0.03
C -4.3819 -5.3780 -0.6407 -0.14 -0.04 0.03
C 0.4124 -0.6743 0.7707 -0.57 0.40 0.79
H -2.2580 4.1571 -0.5239 -0.99 0.39 2.08
H 4.9633 1.2837 1.1577 -1.31 0.23 0.57
H -1.8200 -1.6501 -4.1396 -0.19 0.06 -0.09
C 4.3555 3.2611 5.7842 0.01 -0.06 -0.07
C -2.7336 4.2048 0.5486 -0.37 -1.14 0.88
O -3.9507 -2.8784 -5.7932 0.00 0.48 0.25
H -2.5112 3.0414 6.3591 0.08 0.01 -0.12
H -4.5034 8.3507 -4.1689 0.01 -0.09 0.06
H 2.4702 0.2634 2.6602 2.21 -0.50 -1.00
H 3.1089 -4.1794 1.6213 -0.23 1.14 1.79
H 0.7973 -4.9862 -2.5082 1.78 -1.63 1.42
H -2.0333 4.6879 1.3653 -1.45 -0.86 -2.13
H 0.6924 -3.4020 -0.4782 1.98 1.79 0.23
```
Positions in Å, forces in eV/Å.

Computed properties:
- gap between HOMO and LUMO (eV) = 8.15
- energy (Eh) = -6093.47897